[1]
Below is C18H43F6IrNO6S2Si2 as an isolated structure in a non-equilibrium geometry, with properties calculated with wB97M-V/def2-TZVPD.

The energy comes out at -3296.17183 hartree. The calculation puts the energy above the lowest of the compared OMol25 structures with the same formula, charge and spin at 7.3 kcal per mole. The value obtained for the HOMO energy (alpha / beta) is -10.89 / -12.22 eV. The expectation value of S² is 6.013. The strongest force on any atom is 2.80 eV/Å.

Structure (ORCA input):
```
! wB97M-V def2-TZVPD RIJCOSX def2/J DEFGRID3
* xyz 1 5
O -0.7229 -1.4951 -1.4667
O 0.9271 1.1637 -3.6872
C 0.1407 -2.5683 -1.8233
C -0.4479 -3.9049 -1.4485
H 1.1136 -2.4272 -1.3236
H 0.3636 -2.5006 -2.8963
H -0.4921 -4.0665 -0.3655
H 0.1856 -4.6687 -1.8994
H -1.4497 -4.0401 -1.8679
C -1.7333 -1.0293 -2.3331
C -1.4733 -1.1703 -3.8128
H -1.8762 0.0282 -2.0550
H -2.6364 -1.5841 -2.0368
H -0.5396 -0.6535 -4.0943
H -2.3171 -0.6936 -4.3293
H -1.4593 -2.2302 -4.1229
C 0.5174 2.4779 -3.3413
C 2.2683 0.9286 -4.0868
C -0.7871 2.7763 -4.0636
H 1.2662 3.2544 -3.5861
H 0.3207 2.4998 -2.2607
H -0.6496 2.7554 -5.1528
H -1.1593 3.7694 -3.7970
H -1.5743 2.0482 -3.8219
C 2.3608 0.8653 -5.5948
H 2.5100 -0.0526 -3.6711
H 2.9748 1.6686 -3.6810
H 1.6179 0.1780 -6.0062
H 3.3509 0.5339 -5.9033
H 2.1831 1.8521 -6.0219
H -0.5481 -0.9377 0.1599
Ir -0.6244 -0.4440 1.6544
C 0.7930 0.1327 0.1946
Si 2.6009 0.5366 0.6302
H 1.0554 -0.6786 -0.4985
H 0.4139 0.9977 -0.3878
C 3.7237 -0.4614 -0.5166
C 3.1590 0.1893 2.3668
C 2.7999 2.3588 0.1936
C -2.0364 -1.8939 1.4328
Si -3.1499 -0.3797 1.3880
H -2.3081 -2.5621 2.2592
H -2.0304 -2.4111 0.4613
C -4.5168 -0.5991 0.1083
C -2.1284 1.1617 0.9275
C -3.9423 -0.2330 3.0726
H 2.3366 2.5969 -0.7768
H 3.8652 2.6229 0.1272
H 2.3459 2.9895 0.9720
H 3.5304 -1.5410 -0.4176
H 4.7612 -0.2703 -0.2019
H 3.6182 -0.1658 -1.5722
H 2.9404 -0.8518 2.6364
H 2.6979 0.8631 3.0996
H 4.2477 0.3291 2.4171
H -2.3766 1.3775 -0.1197
H -1.0078 1.2747 0.9701
H -2.4982 1.9478 1.5908
H -5.0057 0.0048 2.9557
H -3.4795 0.5349 3.7029
H -3.8635 -1.1934 3.5931
H -5.3928 -0.0156 0.4227
H -4.8124 -1.6546 0.0537
H -4.2169 -0.2673 -0.8928
F 1.4109 -3.1019 5.2993
C 1.2972 -1.7566 5.3272
F 0.8917 -1.3591 6.5410
F 2.4740 -1.1829 5.0189
S -0.0655 -1.3858 4.0505
O 0.4486 -2.0218 2.7979
O -1.3107 -1.8373 4.6034
N 0.0140 0.1630 3.4470
S -0.6680 1.4055 4.3268
O -1.6979 2.1033 3.6037
O -0.8942 0.8941 5.6523
C 0.8094 2.5317 4.4403
F 1.8461 1.9156 5.0355
F 1.2198 2.9582 3.2069
F 0.4914 3.6013 5.1937
*
```

Atom charges from the Mulliken analysis, given in e for atoms 1 to 8: 0.7630 0.0018 -0.1127 -1.4245 -0.0795 0.5352 0.2785 0.4475

[2]
Below is C18H44N4O6P2 as an isolated structure in a non-equilibrium geometry, with properties calculated with wB97M-V/def2-TZVPD.

The energy comes out at -2065.61914 hartree. The value obtained for the HOMO energy is -8.78 eV. The strongest force on any atom is 1.75 eV/Å.

Structure (ORCA input):
```
! wB97M-V def2-TZVPD RIJCOSX def2/J DEFGRID3
* xyz 0 1
C 0.3413 0.2830 1.9711
C 0.0592 1.1434 0.7340
C -1.4086 1.5750 0.6173
C -1.9154 1.8578 -0.8070
C -0.9273 2.5662 -1.7576
C -0.6840 1.8638 -3.1089
C 0.6475 2.2568 -3.7872
C 1.5517 1.1304 -4.3661
C 2.9577 1.0976 -3.7378
C 2.9610 0.4748 -2.3289
C 2.9524 -1.0775 -2.3672
C 1.5971 -1.7533 -2.0557
C 1.3253 -2.9005 -3.0240
O -0.0561 -3.2660 -3.1392
P -0.9698 -3.6086 -1.8831
O -1.5856 -2.4754 -1.1450
O -0.0415 -4.5484 -0.9518
O -1.9774 -4.6392 -2.5517
P -3.6620 -4.4068 -2.4695
C -3.9394 -5.0212 -0.7740
C -4.0750 -5.9321 -3.4107
C -5.1287 -5.6089 -4.4891
H 1.3855 0.3665 2.2840
H -0.2478 0.6577 2.8199
H 0.0915 -0.7709 1.7974
H 0.6867 2.0439 0.8250
H 0.3708 0.6383 -0.1850
H -2.0262 0.7593 1.0197
H -1.5863 2.4431 1.2650
H -2.8088 2.4916 -0.7133
H -2.2581 0.9184 -1.2572
H -1.3630 3.5473 -1.9989
H 0.0255 2.7779 -1.2603
H -0.7678 0.7705 -3.0030
H -1.5081 2.1599 -3.7726
H 1.2289 2.8563 -3.0762
H 0.4075 2.9145 -4.6301
H 1.0732 0.1493 -4.2375
H 1.6620 1.3040 -5.4450
H 3.3592 2.1174 -3.7279
H 3.6306 0.4998 -4.3652
H 3.8575 0.8004 -1.7901
H 2.0988 0.8443 -1.7600
H 3.6936 -1.4350 -1.6448
H 3.3041 -1.4144 -3.3554
H 1.6018 -2.1263 -1.0238
H 0.7778 -1.0365 -2.1582
H 1.9141 -3.7969 -2.7809
H 1.6160 -2.6058 -4.0378
H 0.7542 -4.8668 -1.3654
H -3.1106 -5.6281 -0.3963
H -4.8442 -5.6415 -0.7865
H -4.0955 -4.1613 -0.1167
H -3.1628 -6.3340 -3.8684
H -4.4474 -6.7023 -2.7279
H -5.9304 -4.9833 -4.0857
H -5.5844 -6.5284 -4.8713
H -4.6818 -5.0649 -5.3272
C 2.5035 2.8822 4.5985
O 2.2858 1.8776 3.9391
N 2.8469 4.0742 4.0160
N 2.4176 2.9107 5.9590
H 3.0179 4.9100 4.5410
H 2.9144 4.0937 3.0175
H 2.1697 2.0503 6.4057
H 2.5779 3.7295 6.5248
C 1.1004 4.6555 9.0668
O 1.8826 4.8908 8.1577
N 0.4944 3.4417 9.2188
N 0.7722 5.6003 9.9960
H -0.1520 3.2370 9.9555
H 0.6968 2.7344 8.5399
H 1.2016 6.5006 9.9051
H 0.1319 5.4363 10.7480
*
```

Atom charges from the Mulliken analysis, given in e for atoms 1 to 8: -1.5132 0.7942 -0.7738 -0.8577 -0.7472 -0.5138 -0.9611 -0.4084

[3]
Below is a 2-piece molecular cluster, C18H44OPSi overall, with properties calculated with wB97M-V/def2-TZVPD.

The energy comes out at -1418.06922 hartree. The value obtained for the HOMO energy is -11.59 eV. The strongest force on any atom is 0.68 eV/Å.

Structure (ORCA input):
```
! wB97M-V def2-TZVPD RIJCOSX def2/J DEFGRID3
* xyz 1 1
C 4.5345 0.9105 -2.8683
O 4.6735 1.2474 -1.5060
C 5.7816 2.1052 -1.2588
Si 5.5483 3.9137 -1.8400
H 3.8152 0.0968 -2.9337
H 4.1544 1.7416 -3.4638
H 5.4741 0.5576 -3.2950
H 5.9153 2.1230 -0.1797
H 6.7031 1.6882 -1.6698
H 4.2773 4.0167 -2.5924
H 6.6542 4.2980 -2.7387
H 5.4628 4.8446 -0.7007
C 1.4719 2.6500 0.5899
C 1.6568 1.2380 0.0418
C 0.6556 0.8905 -1.0603
C -0.7890 0.6607 -0.5856
P -1.1946 -0.9643 0.0585
C -0.6729 -2.1869 -1.1684
C -0.9912 -1.9528 -2.6532
C -2.4305 -2.1970 -3.1173
C -3.0170 -3.5353 -2.6811
C -2.9795 -1.0919 0.1994
C -3.7993 -0.0379 0.9675
C -3.9307 -0.1995 2.4857
C -4.2158 -1.6211 2.9565
C -0.2879 -1.4938 1.5201
C -0.5119 -0.9055 2.9205
C -0.2989 0.6062 3.0819
C 1.1099 0.9613 3.5538
H 0.4740 2.8094 1.0068
H 2.1921 2.8504 1.3823
H 1.6283 3.3904 -0.1962
H 1.5979 0.5143 0.8589
H 2.6613 1.1546 -0.3743
H 1.0096 0.0163 -1.6130
H 0.6351 1.7120 -1.7785
H -1.4649 0.7856 -1.4403
H -1.0898 1.4331 0.1249
H -1.0450 -3.1592 -0.8356
H 0.4153 -2.2445 -1.0635
H -0.3413 -2.6267 -3.2150
H -0.6925 -0.9427 -2.9445
H -2.4286 -2.1546 -4.2076
H -3.0861 -1.3806 -2.8031
H -2.3858 -4.3646 -3.0049
H -4.0037 -3.6788 -3.1186
H -3.1332 -3.6032 -1.5974
H -3.2282 -2.1075 0.5145
H -3.3099 -1.0264 -0.8407
H -4.8051 -0.0703 0.5447
H -3.4173 0.9614 0.7434
H -4.7505 0.4435 2.8101
H -3.0451 0.1957 2.9859
H -5.1335 -2.0094 2.5108
H -4.3351 -1.6447 4.0387
H -3.4059 -2.3121 2.7106
H 0.7735 -1.4374 1.2612
H -0.4995 -2.5685 1.5807
H 0.1758 -1.4297 3.5865
H -1.5069 -1.1878 3.2632
H -1.0106 0.9878 3.8162
H -0.5174 1.1332 2.1504
H 1.2807 0.5756 4.5590
H 1.2495 2.0415 3.5858
H 1.8762 0.5408 2.8995
*
```

Atom charges from the Mulliken analysis, given in e for atoms 1 to 8: -0.8396 -0.3150 -0.6000 0.4790 0.2093 0.3267 0.3770 0.3171

[4]
Below is a 6-piece molecular cluster, C18H45BrIN4O5S5 overall in a non-equilibrium geometry, with properties calculated with wB97M-V/def2-TZVPD.

The energy comes out at -6170.31949 hartree. The value obtained for the HOMO energy is -10.46 eV. The strongest force on any atom is 1.17 eV/Å.

Structure (ORCA input):
```
! wB97M-V def2-TZVPD RIJCOSX def2/J DEFGRID3
* xyz 1 1
C -4.1506 -0.5732 2.6606
C -2.7763 0.0514 2.3971
I -3.0428 1.5719 0.9111
C -1.7747 -1.0023 1.9413
C -0.2788 -0.6983 1.9210
C 0.3553 0.4598 1.1096
N 0.9252 1.3681 2.1432
C 0.4790 2.7760 2.2588
C -0.3226 3.0778 3.4940
N -1.3298 3.8331 3.5525
C 1.0650 0.6064 3.2333
N 1.9120 0.8788 4.2288
Br 3.1531 2.2250 4.1471
N 0.2859 -0.4878 3.2927
H -4.0451 -1.6201 2.9440
H -4.6893 -0.0226 3.4285
H -4.7716 -0.5498 1.7660
H -2.4371 0.5314 3.3145
H -2.0660 -1.4021 0.9689
H -1.8785 -1.8282 2.6549
H 0.1922 -1.5954 1.5326
H 1.1882 0.0161 0.5673
H -0.2302 0.9618 0.3566
H 1.3512 3.4353 2.2159
H -0.1245 2.9953 1.3817
H 0.0059 2.6398 4.4386
H -1.5880 4.1937 2.6322
H 1.9295 0.2798 5.0392
H 0.8284 -1.3140 3.5654
C 4.0093 -0.8999 2.2081
S 3.4272 -2.5829 2.3431
O 2.0677 -2.4220 2.9614
C 4.5275 -3.1037 3.6543
H 3.3751 -0.4037 1.4752
H 3.8588 -0.4557 3.1879
H 5.0492 -0.8320 1.8936
H 4.4099 -2.4422 4.5124
H 5.5528 -3.0846 3.2864
H 4.2542 -4.1205 3.9267
C -1.2612 -2.2364 -3.4331
S -1.5295 -1.9448 -1.6958
O -0.7655 -0.7018 -1.3357
C -0.5523 -3.3314 -1.1150
H -1.7719 -1.4494 -3.9850
H -0.1960 -2.2115 -3.6588
H -1.6909 -3.2031 -3.6897
H 0.4669 -3.2368 -1.4910
H -1.0134 -4.2530 -1.4686
H -0.5539 -3.3169 -0.0258
C 2.9848 -2.0028 -7.2960
S 2.6886 -2.2184 -5.5409
O 1.2533 -2.5862 -5.3941
C 2.8132 -0.4815 -5.1030
H 2.8992 -2.9808 -7.7637
H 2.2360 -1.3261 -7.7062
H 3.9896 -1.6092 -7.4471
H 2.0764 0.0863 -5.6704
H 3.8219 -0.1264 -5.3131
H 2.6058 -0.3961 -4.0383
C -6.3771 -3.1830 -2.7907
S -5.1180 -4.1998 -3.5644
O -3.9000 -4.0797 -2.7157
C -4.8561 -3.1387 -4.9879
H -6.6450 -3.6563 -1.8489
H -5.9734 -2.1874 -2.6077
H -7.2512 -3.1351 -3.4396
H -4.5651 -2.1448 -4.6478
H -5.7711 -3.0933 -5.5776
H -4.0587 -3.5789 -5.5829
C 1.5735 6.7109 3.0141
S 1.4242 6.2783 1.2776
O 2.6241 5.4667 0.9335
C 1.6868 7.9257 0.6258
H 1.4862 5.7931 3.5926
H 2.5457 7.1716 3.1878
H 0.7676 7.3904 3.2899
H 2.6555 8.2940 0.9618
H 0.8828 8.5787 0.9637
H 1.6713 7.8532 -0.4591
*
```

Atom charges from the Mulliken analysis, given in e for atoms 1 to 8: -1.2488 -0.1610 0.0184 -1.0601 1.1540 -1.2866 0.5888 -0.7508